1.
DFT (ωB97M-V/def2-TZVPD) results for a molecular structure, C35H40ClIrN5OS7.

Output
ΔE to the lowest compared entry with this formula, charge and spin: 0.0 kJ/mol
Highest occupied orbital energy (spin up / spin down): -7.324 / -7.540 eV
Lowest unoccupied orbital energy (spin up / spin down): 0.13 / -1.83 eV
E: -137654.0790 eV

```
! wB97M-V def2-TZVPD RIJCOSX def2/J DEFGRID3
* xyz 0 2
Ir 0.50 1.02 1.61
C 1.75 -1.75 0.94
N 0.74 -1.15 1.85
C 1.23 -1.27 3.25
C 0.36 -0.41 4.13
N 0.53 1.02 3.76
C -0.60 1.79 4.36
C 1.82 1.50 4.30
C 1.94 1.76 5.66
C 3.14 2.19 6.20
C 4.24 2.35 5.37
C 4.14 2.07 4.03
C 2.93 1.64 3.47
S 2.83 1.37 1.74
C -0.53 -1.88 1.71
C -0.54 -3.27 1.86
C -1.71 -3.99 1.74
C -2.90 -3.32 1.45
C -2.90 -1.95 1.32
C -1.72 -1.20 1.47
S -1.81 0.55 1.43
H 1.99 -2.77 1.23
H 2.66 -1.15 0.99
H 1.35 -1.77 -0.07
H 2.26 -0.92 3.27
H 1.20 -2.31 3.58
H 0.61 -0.55 5.19
H -0.70 -0.67 3.99
H -0.72 1.52 5.41
H -1.51 1.54 3.82
H -0.40 2.85 4.26
H 1.09 1.64 6.32
H 3.20 2.41 7.26
H 5.18 2.70 5.78
H 4.99 2.20 3.37
H 0.38 -3.80 2.07
H -1.70 -5.07 1.86
H -3.82 -3.87 1.34
H -3.82 -1.42 1.12
S 4.46 6.40 3.40
C 3.39 5.71 2.37
S 3.66 5.47 0.68
C 2.21 4.54 0.31
C 1.42 4.24 1.43
S -0.05 3.31 1.48
S 1.94 4.93 2.92
S 1.94 4.09 -1.26
C -3.72 -0.54 -4.76
C -2.99 0.67 -4.15
C -3.53 1.93 -4.84
C -3.37 0.78 -2.67
C -1.45 0.55 -4.40
O -1.18 0.80 -5.78
C -0.83 -0.84 -4.10
C -1.06 -1.54 -2.77
C -0.12 -2.69 -2.46
C -0.56 -3.67 -1.57
C 0.27 -4.72 -1.18
C 1.55 -4.78 -1.69
Cl 2.60 -6.08 -1.19
C 2.01 -3.83 -2.58
C 1.17 -2.79 -2.96
C -0.65 1.70 -3.73
N 0.06 1.37 -2.50
C -0.34 1.50 -1.25
N 0.58 0.99 -0.45
C 1.57 0.59 -1.29
N 1.28 0.79 -2.55
H -4.79 -0.42 -4.64
H -3.44 -1.48 -4.29
H -3.53 -0.63 -5.84
H -4.61 1.98 -4.69
H -3.33 1.93 -5.91
H -3.11 2.84 -4.43
H -4.46 0.82 -2.59
H -3.00 1.71 -2.24
H -3.02 -0.04 -2.06
H -1.63 0.12 -6.31
H 0.24 -0.70 -4.27
H -1.16 -1.51 -4.90
H -2.08 -1.94 -2.73
H -1.00 -0.85 -1.93
H -1.56 -3.61 -1.15
H -0.08 -5.47 -0.49
H 3.02 -3.89 -2.97
H 1.56 -2.05 -3.65
H -1.28 2.56 -3.51
H 0.11 2.01 -4.44
H -1.26 1.95 -0.93
H 2.50 0.16 -0.96
*
```

***

2.
DFT (ωB97M-V/def2-TZVPD) results for 2 unconnected molecules or ions with the total composition C6H11NO in a non-equilibrium geometry.

Output
ΔE to the lowest compared entry with this formula, charge and spin: 104.3 kJ/mol
Highest occupied orbital energy (spin up / spin down): 1.215 / -5.131 eV
Lowest unoccupied orbital energy (spin up / spin down): 3.56 / 3.23 eV
E: -9935.8135 eV

```
! wB97M-V def2-TZVPD RIJCOSX def2/J DEFGRID3
* xyz -1 2
C 0.46 -1.17 -2.68
C -0.42 -0.63 -1.52
C -1.46 0.25 -1.67
N -1.87 0.65 -0.42
C -1.11 0.00 0.53
C -0.24 -0.79 -0.15
C 0.94 -1.44 0.49
H 1.19 -0.32 -2.90
H -0.03 -1.41 -3.65
H 1.11 -1.90 -2.32
H -1.98 0.58 -2.54
H -2.63 1.19 -0.29
H -1.26 0.22 1.59
H 1.53 -0.59 0.98
H 0.57 -2.05 1.37
H 1.63 -2.18 -0.03
H 1.51 2.78 5.04
H 0.60 3.66 4.02
O 1.47 3.16 4.15
*
```

***

3.
DFT (ωB97M-V/def2-TZVPD) results for a molecular structure, C46H55BBrClF4N5O4PdS.

Output
ΔE to the lowest compared entry with this formula, charge and spin: 1.2 kJ/mol
Highest occupied orbital energy (spin up / spin down): -10.176 / -10.176 eV
Lowest unoccupied orbital energy (spin up / spin down): -3.40 / -5.67 eV
E: -172661.1394 eV

```
! wB97M-V def2-TZVPD RIJCOSX def2/J DEFGRID3
* xyz 1 5
Pd -0.05 0.11 0.33
C -1.15 4.48 6.05
C 0.33 4.66 5.71
C 0.63 6.15 5.59
C 1.20 4.07 6.83
C 0.62 3.91 4.42
C 0.41 2.51 4.38
C 0.62 1.83 3.24
Br 0.37 -0.04 3.17
C 1.06 2.47 2.01
O 1.19 1.82 0.95
C 1.31 3.90 2.06
C 1.08 4.55 3.26
C 1.78 4.62 0.81
C 1.97 6.12 1.07
C 3.13 4.04 0.36
C 0.74 4.47 -0.32
H -1.37 4.97 7.00
H -1.43 3.42 6.15
H -1.79 4.92 5.28
H 0.39 6.63 6.54
H 0.02 6.63 4.82
H 1.68 6.35 5.38
H 1.03 4.63 7.75
H 2.26 4.13 6.58
H 0.96 3.02 7.03
H 0.07 1.99 5.27
H 1.24 5.61 3.30
H 2.74 6.31 1.82
H 1.04 6.60 1.38
H 2.29 6.60 0.14
H 3.87 4.09 1.17
H 3.51 4.62 -0.48
H 3.03 3.00 0.04
H -0.23 4.86 -0.01
H 0.60 3.44 -0.63
H 1.08 5.05 -1.18
C 7.11 2.18 1.01
C 5.89 1.55 0.40
C 4.94 0.93 1.21
C 3.81 0.34 0.66
C 3.66 0.35 -0.72
C 4.60 0.94 -1.55
C 5.71 1.55 -0.98
S 2.25 -0.33 -1.51
O 2.67 -1.06 -2.67
O 1.20 0.65 -1.67
N 1.55 -1.32 -0.33
C 2.04 -2.51 -0.01
C 3.20 -3.08 -0.61
C 3.62 -4.35 -0.28
C 2.92 -5.12 0.62
C 1.77 -4.61 1.27
C 1.04 -5.37 2.21
C -0.06 -4.81 2.81
C -0.39 -3.48 2.49
N 0.28 -2.75 1.62
C 1.33 -3.30 1.00
H 6.92 2.52 2.02
H 7.45 3.03 0.41
H 7.93 1.46 1.05
H 5.07 0.93 2.28
H 3.07 -0.11 1.31
H 4.47 0.93 -2.62
H 6.44 2.02 -1.62
H 3.75 -2.51 -1.34
H 4.51 -4.75 -0.76
H 3.25 -6.13 0.86
H 1.35 -6.38 2.44
H -0.65 -5.35 3.53
H -1.24 -3.00 2.97
C -2.56 -5.02 -5.15
C -2.27 -4.25 -3.85
C -0.98 -4.83 -3.28
C -2.05 -2.78 -4.25
C -3.45 -4.47 -2.84
O -3.67 -5.89 -2.76
C -4.81 -3.84 -3.24
C -5.28 -2.46 -2.73
C -4.70 -1.25 -3.41
C -3.96 -0.31 -2.70
C -3.38 0.78 -3.34
C -3.55 0.93 -4.70
Cl -2.81 2.27 -5.52
C -4.31 0.03 -5.43
C -4.88 -1.05 -4.78
C -3.11 -4.25 -1.35
N -2.74 -2.93 -0.84
C -1.63 -2.22 -1.00
N -1.65 -1.18 -0.19
C -2.82 -1.31 0.49
N -3.50 -2.37 0.13
H -1.79 -4.76 -5.88
H -3.52 -4.75 -5.60
H -2.52 -6.10 -5.01
H -0.22 -4.87 -4.06
H -1.13 -5.85 -2.91
H -0.56 -4.24 -2.46
H -1.08 -2.69 -4.74
H -2.08 -2.08 -3.42
H -2.81 -2.45 -4.95
H -4.09 -6.19 -3.57
H -5.55 -4.56 -2.88
H -4.89 -3.85 -4.33
H -5.15 -2.38 -1.66
H -6.36 -2.45 -2.89
H -3.86 -0.40 -1.63
H -2.80 1.50 -2.77
H -4.45 0.18 -6.49
H -5.48 -1.75 -5.35
H -2.30 -4.94 -1.10
H -3.98 -4.54 -0.77
H -0.84 -2.46 -1.70
H -3.16 -0.59 1.22
F -1.42 2.01 -0.98
B -2.24 2.24 0.14
F -3.48 1.65 -0.02
F -2.30 3.56 0.50
F -1.55 1.51 1.25
*
```

***

4.
DFT (ωB97M-V/def2-TZVPD) results for a gas-phase ion, C8H12N3S (charge +1) in a non-equilibrium geometry.

Output
ΔE to the lowest compared entry with this formula, charge and spin: 125.0 kJ/mol
Highest occupied orbital energy: -12.988 eV
Lowest unoccupied orbital energy: -4.52 eV
E: -23788.2760 eV

```
! wB97M-V def2-TZVPD RIJCOSX def2/J DEFGRID3
* xyz 1 1
C 3.49 0.74 -0.08
C 3.82 -0.54 -0.24
C 2.12 1.09 0.15
C 2.82 -1.54 -0.34
C 1.20 0.06 0.23
C -3.13 -0.35 -0.76
C -2.63 -0.92 0.56
C -0.22 0.08 0.58
N 1.58 -1.22 -0.16
N -0.71 1.10 1.23
N -2.12 0.66 -1.17
S -0.95 -1.43 0.30
H 4.23 1.51 -0.12
H 4.88 -0.72 -0.43
H 1.84 2.17 0.50
H 3.12 -2.60 -0.43
H -3.08 -1.23 -1.47
H -4.09 -0.02 -0.64
H -2.78 -0.21 1.22
H -3.24 -1.89 0.82
H -0.36 2.07 1.40
H -1.58 0.91 1.74
H -2.05 0.68 -2.18
H -2.17 1.60 -0.70
*
```